a | This record from the OMol25 dataset describes a 2-piece molecular cluster, C3H7NO3S overall. The level of theory is ωB97M-V with the def2-TZVPD basis set.

Geometry as XYZ:
```
15
C3H7NO3S | the OMol25 dataset | ωB97M-V with the def2-TZVPD basis set
C 0.83 0.96 0.11
C 1.05 -0.08 1.21
S 1.75 0.66 2.76
N 0.66 0.34 -1.22
C -0.60 0.02 -1.76
O -1.62 0.46 -1.18
O -0.58 -0.68 -2.81
H -0.02 1.60 0.27
H 1.74 1.57 0.01
H 1.73 -0.86 0.87
H 0.07 -0.52 1.42
H 1.48 -0.13 -1.57
H -2.09 -1.15 0.12
H -2.84 -1.38 -1.10
O -2.78 -1.75 -0.21
```

Calculated values
2S+1: 1
Total charge: -2
Orbital gap (eV): 5.87
Molecular weight (g/mol): 137.16
LUMO energy (eV): 6.1



b | This record from the OMol25 dataset describes a 2-piece molecular cluster, C3H7NO3S overall. The level of theory is ωB97M-V with the def2-TZVPD basis set.

Geometry as XYZ:
```
15
C3H7NO3S | the OMol25 dataset | ωB97M-V with the def2-TZVPD basis set
C -0.16 0.54 1.11
C 1.06 0.91 1.96
S 2.24 2.09 1.16
N 0.24 -0.10 -0.12
C -0.78 -0.51 -1.05
O -1.95 -0.60 -0.61
O -0.36 -0.78 -2.20
H -0.69 -0.23 1.67
H -0.74 1.44 0.94
H 1.62 -0.01 2.13
H 0.78 1.41 2.88
H 1.02 0.31 -0.63
H -1.44 -2.88 -2.10
H -2.20 -2.38 -0.94
O -2.10 -3.21 -1.47
```

Calculated values
2S+1: 1
Total charge: -2
Orbital gap (eV): 5.98
Molecular weight (g/mol): 137.16
LUMO energy (eV): 6.2



Of them, a has the lowest stability.



a | This record from the OMol25 dataset describes C36H90N6Na3O16P as an isolated structure. The level of theory is ωB97M-V with the def2-TZVPD basis set.

Geometry as XYZ:
```
152
C36H90N6Na3O16P | the OMol25 dataset | ωB97M-V with the def2-TZVPD basis set
Na 7.92 11.56 5.94
Na 6.30 8.76 2.80
Na 10.51 7.67 4.82
P 8.30 9.39 4.42
O 6.86 9.52 4.98
O 8.44 7.98 3.82
O 9.38 9.66 5.49
O 8.46 10.39 3.26
C 10.99 9.59 -1.32
O 10.07 8.59 -0.95
C 9.24 8.97 0.13
C 8.19 10.00 -0.26
N 7.26 10.17 0.84
C 6.42 11.34 0.71
C 5.64 11.64 1.98
O 4.71 10.58 2.16
C 3.77 10.83 3.19
H 10.51 10.44 -1.83
H 11.72 9.14 -2.00
H 11.54 9.98 -0.45
H 9.85 9.35 0.96
H 8.73 8.06 0.44
H 7.71 9.66 -1.18
H 8.67 10.98 -0.47
H 7.79 10.26 1.73
H 5.66 11.18 -0.07
H 6.98 12.25 0.41
H 5.12 12.59 1.84
H 6.30 11.68 2.85
H 3.14 11.68 2.95
H 4.27 10.93 4.16
H 3.12 9.95 3.26
C 12.11 9.81 3.14
O 12.44 8.47 3.48
C 13.68 8.35 4.14
C 13.73 7.04 4.89
N 12.70 7.01 5.94
C 12.68 5.70 6.60
C 12.01 5.79 7.94
O 12.89 6.48 8.81
C 12.38 6.62 10.11
H 11.15 9.79 2.63
H 12.87 10.26 2.49
H 11.98 10.42 4.04
H 13.82 9.17 4.86
H 14.51 8.46 3.43
H 14.74 6.99 5.33
H 13.59 6.21 4.19
H 13.01 7.64 6.67
H 13.69 5.29 6.77
H 12.16 4.95 5.99
H 11.79 4.78 8.33
H 11.05 6.32 7.86
H 13.20 6.88 10.77
H 11.92 5.68 10.46
H 11.63 7.41 10.19
C 4.83 7.60 6.69
O 4.82 6.85 7.87
C 3.56 6.79 8.48
C 3.68 5.93 9.71
N 2.52 6.00 10.57
C 1.32 5.40 9.98
C 0.18 5.28 10.97
O -0.72 6.36 10.94
C -0.19 7.54 11.50
H 5.84 7.71 6.31
H 4.38 8.59 6.84
H 4.21 7.10 5.92
H 2.80 6.39 7.79
H 3.21 7.80 8.76
H 4.57 6.25 10.27
H 3.91 4.89 9.38
H 2.73 5.51 11.43
H 1.55 4.41 9.54
H 0.96 6.03 9.16
H 0.56 5.13 11.99
H -0.43 4.40 10.73
H 0.70 7.88 10.96
H 0.13 7.37 12.54
H -0.95 8.32 11.48
C 10.58 3.57 -0.93
O 11.06 4.14 0.26
C 10.47 5.41 0.50
C 11.00 5.98 1.84
N 10.07 5.98 2.92
C 9.73 4.72 3.50
C 8.77 4.86 4.67
O 9.36 5.45 5.82
C 8.34 6.02 6.64
H 9.49 3.43 -0.92
H 11.05 2.60 -1.04
H 10.84 4.18 -1.81
H 9.38 5.31 0.57
H 10.71 6.09 -0.33
H 11.35 7.00 1.67
H 11.89 5.39 2.11
H 9.36 6.71 3.02
H 10.61 4.12 3.79
H 9.18 4.06 2.79
H 8.41 3.85 4.93
H 7.88 5.42 4.35
H 7.91 6.89 6.14
H 8.84 6.38 7.55
H 7.59 5.28 6.91
C 5.76 10.07 9.22
O 7.16 10.13 9.33
C 7.77 9.01 8.72
C 9.25 9.02 8.97
N 9.91 10.06 8.22
C 11.29 10.25 8.58
C 11.98 11.16 7.58
O 13.37 11.13 7.85
C 14.10 11.83 6.86
H 5.45 10.04 8.17
H 5.35 10.95 9.72
H 5.37 9.17 9.72
H 7.56 8.98 7.64
H 7.32 8.09 9.13
H 9.65 8.03 8.70
H 9.47 9.15 10.04
H 9.80 9.92 7.21
H 11.83 9.29 8.57
H 11.42 10.66 9.59
H 11.65 12.20 7.68
H 11.78 10.82 6.56
H 15.09 12.02 7.26
H 13.63 12.80 6.64
H 14.21 11.22 5.96
C 11.98 15.74 6.82
O 11.81 14.54 6.12
C 10.52 14.44 5.52
C 10.48 13.11 4.82
N 9.28 12.87 4.04
C 9.13 13.64 2.81
C 10.18 13.33 1.75
O 11.35 14.10 2.01
C 12.49 13.60 1.36
H 12.02 16.61 6.16
H 12.92 15.67 7.36
H 11.18 15.90 7.56
H 10.39 15.27 4.81
H 9.77 14.49 6.32
H 10.53 12.32 5.57
H 11.42 12.96 4.26
H 9.18 11.87 3.81
H 9.25 14.70 3.06
H 8.15 13.46 2.39
H 9.82 13.59 0.74
H 10.42 12.26 1.76
H 12.25 13.23 0.35
H 12.95 12.77 1.92
H 13.20 14.42 1.25
```

Calculated values
2S+1: 1
Total charge: 0
Orbital gap (eV): 7.87
Molecular weight (g/mol): 963.09
LUMO energy (eV): 0.0



b | This record from the OMol25 dataset describes C36H90N6Na3O16P as an isolated structure. The level of theory is ωB97M-V with the def2-TZVPD basis set.

Geometry as XYZ:
```
152
C36H90N6Na3O16P | the OMol25 dataset | ωB97M-V with the def2-TZVPD basis set
Na 1.81 1.70 0.46
Na -2.03 1.47 3.07
Na -0.67 -2.59 1.67
P -0.23 0.04 1.41
O -0.94 -0.52 2.66
O 1.24 -0.42 1.36
O -0.33 1.60 1.42
O -0.90 -0.58 0.16
C -2.18 -6.30 -3.55
O -2.37 -4.98 -3.15
C -1.13 -4.29 -3.04
C -1.34 -2.95 -2.39
N -1.35 -3.02 -0.92
C -2.65 -3.48 -0.40
C -2.52 -4.84 0.24
O -1.79 -4.70 1.47
C -1.50 -5.93 2.05
H -1.60 -6.87 -2.79
H -1.57 -6.36 -4.46
H -3.14 -6.80 -3.61
H -0.70 -4.18 -4.04
H -0.43 -4.87 -2.42
H -2.17 -2.36 -2.79
H -0.44 -2.35 -2.59
H -1.25 -2.05 -0.61
H -3.42 -3.58 -1.17
H -3.07 -2.74 0.30
H -2.01 -5.55 -0.42
H -3.52 -5.23 0.48
H -0.97 -6.60 1.35
H -2.40 -6.47 2.37
H -0.88 -5.79 2.94
C 4.44 2.81 -2.24
O 3.25 2.18 -1.84
C 3.03 1.00 -2.59
C 1.82 0.25 -2.12
N 0.66 1.02 -1.78
C -0.04 1.78 -2.78
C -0.72 0.95 -3.85
O 0.25 0.44 -4.76
C -0.28 -0.56 -5.58
H 4.45 3.82 -1.82
H 4.46 2.94 -3.33
H 5.32 2.25 -1.91
H 3.90 0.33 -2.45
H 2.97 1.19 -3.67
H 2.09 -0.28 -1.19
H 1.60 -0.57 -2.82
H 0.05 0.58 -1.09
H 0.57 2.58 -3.22
H -0.85 2.33 -2.27
H -1.46 1.54 -4.41
H -1.29 0.14 -3.37
H -0.82 -1.33 -5.02
H 0.54 -1.01 -6.14
H -0.97 -0.16 -6.35
C -2.00 8.73 1.06
O -0.81 8.51 1.79
C 0.34 8.31 1.00
C 0.32 7.07 0.14
N 0.21 5.90 1.00
C -0.24 4.64 0.38
C -1.46 4.72 -0.51
O -1.21 5.28 -1.77
C -2.39 5.40 -2.53
H -2.14 8.10 0.18
H -2.06 9.76 0.69
H -2.83 8.53 1.74
H 1.16 8.19 1.71
H 0.64 9.19 0.41
H 1.24 7.09 -0.45
H -0.51 7.15 -0.58
H -0.48 6.19 1.69
H -0.47 3.91 1.14
H 0.63 4.32 -0.21
H -2.34 5.14 0.02
H -1.81 3.67 -0.65
H -2.14 5.66 -3.55
H -3.02 6.21 -2.13
H -2.95 4.45 -2.55
C 7.77 -1.21 -1.17
O 6.56 -1.56 -0.53
C 6.03 -0.49 0.23
C 4.65 -0.92 0.71
N 3.83 0.21 1.15
C 4.33 0.74 2.42
C 3.35 1.69 3.10
O 3.23 2.90 2.40
C 2.28 3.79 2.98
H 7.73 -0.19 -1.56
H 7.91 -1.94 -1.96
H 8.62 -1.29 -0.48
H 5.91 0.41 -0.39
H 6.70 -0.22 1.06
H 4.76 -1.71 1.46
H 4.12 -1.31 -0.17
H 2.89 -0.13 1.39
H 5.31 1.20 2.30
H 4.43 -0.05 3.20
H 3.74 1.91 4.11
H 2.39 1.19 3.29
H 1.28 3.35 2.92
H 2.26 4.68 2.37
H 2.55 4.00 4.02
C -0.25 -3.17 4.71
O 1.07 -3.46 5.13
C 2.07 -2.85 4.35
C 2.45 -3.60 3.08
N 1.54 -3.27 1.98
C 1.87 -3.65 0.63
C 1.43 -5.05 0.26
O 2.27 -5.56 -0.75
C 1.99 -6.90 -1.06
H -0.37 -2.11 4.46
H -0.90 -3.41 5.55
H -0.55 -3.82 3.88
H 2.97 -2.78 4.96
H 1.77 -1.82 4.09
H 2.46 -4.68 3.26
H 3.47 -3.30 2.79
H 1.41 -2.25 1.95
H 2.87 -3.50 0.20
H 1.29 -2.95 0.00
H 0.38 -5.08 -0.09
H 1.43 -5.70 1.16
H 0.94 -7.07 -1.36
H 2.21 -7.55 -0.21
H 2.63 -7.17 -1.90
C -5.11 1.41 4.69
O -4.30 0.79 3.72
C -5.08 0.37 2.60
C -4.17 -0.19 1.54
N -3.42 0.85 0.84
C -4.12 1.50 -0.25
C -4.29 0.60 -1.47
O -5.16 1.22 -2.38
C -5.21 0.57 -3.62
H -5.97 0.77 4.94
H -5.52 2.36 4.35
H -4.55 1.54 5.61
H -5.70 1.20 2.25
H -5.74 -0.44 2.94
H -4.79 -0.81 0.87
H -3.41 -0.82 2.02
H -2.49 0.53 0.56
H -3.52 2.35 -0.60
H -5.10 1.86 0.07
H -4.64 -0.41 -1.19
H -3.30 0.43 -1.93
H -5.87 -0.31 -3.56
H -4.23 0.21 -3.96
H -5.62 1.25 -4.36
```

Calculated values
2S+1: 1
Total charge: 0
Orbital gap (eV): 7.74
Molecular weight (g/mol): 963.09
LUMO energy (eV): -0.1



Of them, b has the lowest stability.